# 1
Density functional theory data (ωB97M-V with the def2-TZVPD basis set) for an isolated molecule of C3H6.

Positions of all 9 atoms, in Å:
C -0.4754 -0.9744 0.5757
C -0.1958 0.4497 0.1245
C 0.7526 0.7078 -0.7620
H -0.9642 -1.5176 -0.2505
H 0.4538 -1.4666 0.8048
H -1.3208 -0.9761 1.2599
H -0.8533 1.2576 0.4301
H 1.1326 1.6915 -1.0153
H 1.3681 -0.0643 -1.2273

Properties
Maximum force in eV Å⁻¹: 2.27
Structure (SMILES): C=CC
LUMO energy in eV: 1.33
HOMO energy in eV: -9.5
Kohn-Sham gap in eV: 10.9
Energy above the lowest of the compared OMol25 structures with the same formula, charge and spin in eV: 0.273

---

# 2
Density functional theory data (ωB97M-V with the def2-TZVPD basis set) for an isolated molecule of C20H27N3O4S.

Positions of all 55 atoms, in Å:
C 0.0760 2.3217 4.1387
H -0.2379 2.2682 5.1773
H 0.1919 3.3682 3.8664
H 1.0395 1.8291 4.0327
C -0.9578 1.6362 3.2443
C -1.1143 0.1655 3.6189
H -0.1564 -0.3404 3.5348
H -1.8229 -0.3191 2.9518
H -1.4732 0.0781 4.6404
H -1.9272 2.1414 3.3582
O -0.5595 1.6859 1.8756
C -0.9173 2.8560 1.1718
C -2.3957 2.9137 0.7448
H -3.0240 3.2477 1.5717
H -2.4729 3.6514 -0.0540
C -2.9169 1.5516 0.2535
N -1.9215 0.8357 -0.5018
C -1.8891 0.7901 -1.8509
O -2.8179 1.1462 -2.5577
C -0.6124 0.2499 -2.3625
C 0.6283 0.3214 -1.7565
C 1.5407 -0.3048 -2.6154
C 0.8331 -0.7427 -3.7111
N -0.4584 -0.3851 -3.5628
C -1.5091 -0.6911 -4.4970
H -1.1593 -0.5186 -5.5141
H -2.3624 -0.0473 -4.2895
H -1.8139 -1.7357 -4.4000
H 1.1902 -1.2723 -4.5708
S 3.2386 -0.6296 -2.2335
O 3.7218 -1.6198 -3.1456
O 3.9744 0.5912 -2.0917
N 3.1313 -1.3169 -0.6968
C 2.0500 -2.1734 -0.5063
C 1.6199 -3.1638 -1.3695
C 0.4925 -3.8898 -1.0119
C -0.1816 -3.6282 0.1693
C 0.2588 -2.6293 1.0299
C 1.3775 -1.9029 0.6866
C 2.0530 -0.7623 1.3935
H 2.3922 -1.0567 2.3878
H 1.3757 0.0880 1.5088
C 3.2517 -0.4478 0.4733
H 3.2868 0.5900 0.1386
H 4.2018 -0.6745 0.9655
H -0.2705 -2.4252 1.9486
H -1.0570 -4.2051 0.4265
H 0.1368 -4.6709 -1.6671
H 2.1537 -3.3502 -2.2870
H 0.8714 0.7974 -0.8287
H -1.1110 0.5458 0.0238
H -3.7857 1.6935 -0.3919
H -3.2047 0.9350 1.1097
H -0.6723 3.7543 1.7522
H -0.2849 2.8503 0.2794

Properties
Maximum force in eV Å⁻¹: 1.28
Structure (SMILES): CC(C)OCCCNC(=O)c1cc(S(=O)(=O)N2CCc3ccccc32)cn1C
LUMO energy in eV: 0.65
HOMO energy in eV: -8.4
Kohn-Sham gap in eV: 9.0
Energy above the lowest of the compared OMol25 structures with the same formula, charge and spin in eV: 1.511

---

# 3
Density functional theory data (ωB97M-V with the def2-TZVPD basis set) for a structure of composition C29H29Cl5GeN6O5SeSiTi.

Positions of all 78 atoms, in Å:
Ti -0.2105 -0.3864 0.4802
C -1.9783 3.6666 -2.9607
O -2.0630 2.5671 -2.0543
C -1.4647 1.4016 -2.3131
O -1.6901 0.4502 -1.5949
N -0.6711 1.3751 -3.4354
N -0.0417 0.1364 -3.6834
H -2.6334 4.4265 -2.5467
H -2.3100 3.3673 -3.9558
H -0.9672 4.0691 -3.0037
H -0.0702 2.1903 -3.5171
H 0.7340 0.0297 -3.0325
H 0.3174 0.1734 -4.6279
Se 5.1976 -5.5337 -2.0146
N 5.1264 -4.3823 -0.6532
C 3.9620 -3.7993 -0.7052
C 3.5154 -2.7911 0.2499
C 4.2937 -2.3503 1.3180
C 3.7783 -1.4016 2.1713
C 2.4932 -0.9177 1.9454
N 1.7484 -1.3376 0.9342
C 2.2478 -2.2439 0.0871
C 1.3798 -2.6332 -1.0221
N 0.1944 -2.0050 -1.0999
C -0.6577 -2.3623 -2.0486
C -0.3596 -3.3540 -2.9834
C 0.8644 -3.9790 -2.9317
C 1.7641 -3.6146 -1.9297
C 3.0863 -4.2152 -1.7857
N 3.5574 -5.1268 -2.5893
H 5.2861 -2.7602 1.4521
H 4.3491 -1.0231 3.0069
H 2.0464 -0.1611 2.5784
H -1.5980 -1.8307 -2.0608
H -1.0911 -3.6059 -3.7377
H 1.1457 -4.7473 -3.6400
C -2.4198 -0.6707 4.3625
Si -0.6084 -0.5062 3.9483
C 0.1469 0.9647 4.8168
C 0.2981 -2.0365 4.5813
O -0.4452 -0.4326 2.3278
H -2.5929 -0.7152 5.4411
H -2.8151 -1.5839 3.9069
H -2.9738 0.1775 3.9576
H 0.0660 0.8276 5.8999
H -0.3537 1.8922 4.5398
H 1.2059 1.0740 4.5668
H -0.1184 -2.3551 5.5413
H 1.3657 -1.8496 4.7309
H 0.1877 -2.8688 3.8828
Cl 2.8063 2.0318 -3.4618
C 2.5342 2.3801 -1.7105
Cl 1.2890 3.6010 -1.5176
C 2.2497 1.0297 -1.0049
O 3.2552 0.4523 -0.6154
O 1.0346 0.6480 -0.9663
H 3.4691 2.7795 -1.3389
C -2.1208 -5.6734 1.8415
C -0.9058 -4.9566 1.7789
C -0.9022 -3.6479 1.3856
C -2.0902 -2.9607 1.0161
C -2.0615 -1.5959 0.5653
C -3.2871 -1.0133 0.3308
C -4.5128 -1.7066 0.4847
C -4.5295 -3.0183 0.8535
C -3.3088 -3.6824 1.1284
C -3.2908 -5.0422 1.5325
H -2.1234 -6.7113 2.1522
H 0.0215 -5.4411 2.0627
H 0.0250 -3.0917 1.3873
H -3.3373 0.0176 -0.0006
H -5.4448 -1.1850 0.2949
H -5.4619 -3.5632 0.9573
H -4.2347 -5.5732 1.6012
Cl 0.7609 2.3985 1.7248
Ge -1.5006 2.7245 1.0857
Cl -1.2535 4.9008 0.4096
Cl -2.3478 3.1686 3.1474

Properties
Maximum force in eV Å⁻¹: 0.71
Spin multiplicity: 2
LUMO energy (spin up / spin down) in eV: 0.96 / 0.97
HOMO energy (spin up / spin down) in eV: -4.8 / -5.2
Charge: -1
Kohn-Sham gap (spin up / spin down) in eV: 5.7 / 6.2
Energy above the lowest of the compared OMol25 structures with the same formula, charge and spin in eV: 0.598